A structure of composition C47H59Cl2GeIN5NaOP2 at a distorted geometry. Source: the Open Molecules 2025 dataset; level of theory: the ωB97M-V functional and the def2-TZVPD basis.

Results
- HOMO-LUMO gap: 6.95 eV
- Largest force on an atom: 0.062 Eh/bohr
- Total charge: 0
- Relative energy (zero: lowest compared OMol25 entry of this formula, charge and spin): 10.6 kcal per mole

Geometry as XYZ:
```
119
Properties=species:S:1:pos:R:3:forces:R:3
Na -0.67304 -0.38115 1.10117 -0.17 -0.05 0.05
C 2.47979 2.41934 -0.09321 2.59 -0.28 0.60
N 2.93467 1.01896 0.11903 0.46 0.92 -1.42
P 2.70342 0.22080 1.58784 -0.04 -0.73 0.70
C 4.29897 -0.55958 2.03982 0.15 0.05 -0.84
C 4.17071 -1.72749 2.77043 -0.53 1.25 -0.50
C 5.23002 -2.49994 3.09335 1.67 -1.98 0.83
C 6.52124 -2.11640 2.72244 0.13 -0.34 -0.70
C 6.63545 -0.97208 1.94532 0.33 0.01 0.28
C 5.55771 -0.18636 1.59840 -0.51 -1.44 1.32
C 2.86613 1.60881 2.68131 0.54 2.36 1.01
C 1.71892 1.94175 3.39051 -1.57 -2.10 -0.28
C 1.61746 3.00478 4.23067 2.09 1.48 1.69
C 2.75083 3.85527 4.45486 -0.89 -0.92 -1.43
C 3.91524 3.61712 3.69007 -0.43 -0.31 -0.16
C 3.97439 2.50119 2.83450 -1.41 -0.01 0.50
P 2.56350 0.08815 -1.31353 0.62 0.61 -0.04
C 3.75770 1.01167 -2.44320 -0.56 -1.27 -0.09
C 3.41117 1.06327 -3.77848 -0.42 -0.16 -0.22
C 4.12972 1.80851 -4.67898 0.58 0.65 -0.32
C 5.31128 2.46365 -4.24759 -1.02 -0.97 -1.43
C 5.75608 2.31828 -2.95403 0.00 0.46 0.18
C 4.92883 1.62078 -2.09587 1.29 0.01 2.91
C 3.37565 -1.49046 -0.87106 -0.89 0.39 -0.38
C 4.73088 -1.67248 -0.90319 1.42 -0.68 -0.27
C 5.30889 -2.90281 -0.62139 -0.60 -0.85 0.11
C 4.51403 -4.01265 -0.24447 -0.42 1.31 -0.27
C 3.12352 -3.81316 -0.25393 -0.73 -0.54 0.92
C 2.54544 -2.55635 -0.54811 0.67 -0.91 -0.23
H 1.46174 2.49953 -0.10438 -3.06 0.12 0.18
H 2.80204 2.76546 -1.06848 0.33 0.05 -0.06
H 2.86794 3.09742 0.68033 -0.02 -0.32 -0.36
H 3.17761 -1.95241 3.02183 -1.21 -0.93 0.50
H 5.07607 -3.48759 3.56810 0.06 0.78 -0.09
H 7.42897 -2.74735 2.84865 -0.96 0.45 0.23
H 7.58508 -0.69420 1.55358 0.78 0.15 -0.14
H 5.70359 0.63645 0.98922 0.18 1.56 -1.18
H 0.81487 1.25368 3.35377 1.21 0.90 -0.20
H 0.77821 3.05598 4.90635 -0.35 0.39 -0.20
H 2.61223 4.71327 5.09767 0.36 -0.01 0.14
H 4.79908 4.27770 3.67551 -0.68 -0.27 0.38
H 4.86285 2.40672 2.25151 0.46 -0.39 -0.31
H 2.58077 0.47029 -4.09899 -0.67 -0.04 -0.31
H 3.76576 1.91354 -5.72413 0.53 -0.16 0.84
H 5.83263 2.90330 -5.06981 0.69 0.75 0.10
H 6.66402 2.77586 -2.52878 -0.44 -0.27 -0.62
H 5.27291 1.54725 -1.02877 -0.52 0.10 -1.00
H 5.40622 -0.87948 -1.18895 -0.11 0.20 -0.05
H 6.37194 -3.01510 -0.75136 0.25 -0.01 0.25
H 4.95986 -4.96221 0.08024 -0.27 0.45 -0.37
H 2.45002 -4.64249 0.08496 0.65 0.86 -0.48
H 1.47145 -2.40602 -0.58208 0.09 -0.31 0.25
Cl -2.60647 2.69890 -2.83348 0.09 0.20 -0.24
C -3.67719 1.80706 -1.81358 0.58 0.28 -0.34
C -5.02960 2.16757 -1.80480 -1.00 0.69 0.40
C -5.89676 1.49636 -0.97048 0.99 -0.05 -0.03
Cl -7.57733 1.81433 -0.93966 -0.47 0.39 -0.13
C -5.40188 0.48172 -0.10612 0.97 -0.43 -0.28
C -6.14405 -0.21768 0.85758 -0.43 -0.75 0.97
C -5.56135 -1.28850 1.54627 -1.37 1.43 -1.58
C -4.25058 -1.66269 1.21384 -0.41 -0.08 1.72
N -3.47052 -0.90554 0.50882 0.39 -0.23 -1.09
C -4.02123 0.09264 -0.21343 -0.82 0.51 0.63
C -3.14105 0.78394 -1.07927 -0.85 -0.10 -0.17
O -1.87891 0.39415 -1.16549 0.58 0.17 0.23
H -5.35185 3.05865 -2.38702 0.17 -1.01 0.35
H -7.19540 0.06470 1.08207 0.92 -0.20 -0.28
H -6.22192 -1.79813 2.22346 0.32 -0.50 0.30
H -3.82613 -2.53099 1.69762 0.38 -0.10 -0.02
I -0.68461 -3.09093 2.23979 0.00 0.05 -0.05
C -2.81605 -0.05923 5.64590 -0.88 1.79 -0.35
N -3.45789 0.64504 4.51643 0.00 -0.02 0.52
C -4.82387 1.06400 4.74177 0.62 1.01 -0.27
C -2.68038 1.16721 3.54470 0.41 1.96 -0.61
N -1.58969 0.67363 3.10489 0.52 -0.77 -0.23
N -3.04951 2.44169 3.05725 0.02 -0.44 -1.44
C -2.49843 2.84869 1.71819 -1.31 -0.46 0.94
C -3.07030 3.50074 4.01502 0.15 1.44 0.49
H -3.33079 0.37927 6.55535 0.67 -1.08 -0.68
H -1.77300 0.27452 5.64678 -0.06 -0.56 0.19
H -2.95189 -1.11323 5.47433 0.24 -0.53 0.67
H -5.41791 0.16875 4.86460 -0.49 -0.01 0.13
H -5.14777 1.67493 3.86899 -0.01 -0.59 0.71
H -4.82015 1.69415 5.65940 -0.58 -0.38 -0.40
H -1.48983 -0.26682 3.46643 0.17 -0.51 0.04
H -1.55721 3.36029 1.76534 0.82 0.12 0.35
H -3.20717 3.57266 1.27800 0.12 -0.51 0.02
H -2.38482 1.94660 1.10879 -0.18 0.42 0.06
H -3.67694 3.30330 4.89245 0.12 -0.42 0.15
H -3.54394 4.39930 3.60373 0.04 -0.16 -0.32
H -2.06486 3.85132 4.35248 -0.32 -0.47 -0.16
C 0.55950 -3.77045 -5.14120 0.30 -0.40 1.22
C 0.48897 -2.56803 -4.19604 -0.69 -0.33 0.52
C -0.34660 -1.43147 -4.78356 -0.92 -0.35 1.14
C -0.70127 -0.35085 -3.71366 1.33 -1.10 -0.24
Ge -1.38955 -1.14965 -2.06116 -0.76 0.52 -0.98
C -2.68883 -2.62543 -2.17950 1.20 0.42 -1.61
C -4.10418 -2.35477 -2.55238 -0.29 1.07 -1.89
C -4.27711 -1.33335 -3.73308 -0.14 -1.03 -0.56
C -5.73126 -0.93260 -3.95619 0.16 0.74 0.31
H 1.27000 -4.49378 -4.70629 -0.52 -0.08 -0.18
H 0.96812 -3.52018 -6.09208 0.16 0.37 -0.92
H -0.44361 -4.22492 -5.27180 0.61 0.17 0.06
H 1.47031 -2.18724 -3.87441 -0.11 -0.29 -0.13
H -0.03076 -2.96035 -3.26319 0.70 0.52 -0.81
H -1.31370 -1.94181 -5.10958 1.11 1.00 -0.17
H 0.19672 -0.91034 -5.58048 -0.37 -0.47 -0.30
H -1.42696 0.27385 -4.16736 -0.77 0.92 -0.09
H 0.20896 0.25479 -3.46743 -0.81 -0.43 -0.04
H -0.35895 -1.61515 -1.13297 1.07 -0.38 0.85
H -2.48505 -3.20342 -1.31821 -0.32 -0.57 1.23
H -2.23659 -3.21916 -2.99053 0.04 0.08 -0.01
H -4.63178 -1.96908 -1.73567 -0.92 0.62 1.41
H -4.64715 -3.23288 -2.86954 0.01 -0.59 0.02
H -3.84867 -1.75135 -4.66224 -0.07 -0.05 0.33
H -3.76563 -0.39821 -3.58621 0.64 0.36 0.43
H -6.41429 -1.73863 -4.05636 -0.46 -1.19 0.14
H -5.92943 -0.35048 -4.87588 0.48 0.19 0.63
H -6.00640 -0.38847 -3.03864 -0.37 0.16 -0.56
```
Positions in Å, forces in eV/Å.

Atom charges from the Mulliken analysis, given in e for atoms 1 to 6:
1. Na 0.5670
2. C -1.2715
3. N 0.7034
4. P 0.4648
5. C 1.0956
6. C -1.0865